(1)
# C32H98N8O13

A molecular structure, C32H98N8O13 at a distorted geometry (ωB97M-V with the def2-TZVPD basis set, the Open Molecules 2025 dataset).

## Properties
LUMO: -0.11 eV
Gap between HOMO and LUMO: 6.7014 eV
Relative energy (zero: lowest compared OMol25 entry of this formula, charge and spin): 854.73 kcal/mol

```
! wB97M-V def2-TZVPD RIJCOSX def2/J DEFGRID3
* xyz 0 1
O -1.4449 -4.1494 1.7898
H -2.3568 -3.8589 1.8034
H -0.9862 -3.5263 2.3533
O -0.5771 -2.6156 3.0511
H -0.5554 -1.7465 2.6504
H 0.3401 -2.8174 3.2363
O 1.4383 1.1093 2.5933
H 0.7704 1.4390 1.9921
H 0.9606 0.9153 3.3997
O 0.6446 -0.1441 4.3149
H 1.4431 -0.1272 4.8425
H 0.4563 -1.0748 4.1943
O -2.1584 1.3900 2.0176
H -2.9625 1.7082 1.6071
H -2.1955 1.7284 2.9122
C 1.2468 -4.2744 4.9407
C 1.8596 -2.8432 4.5886
C 3.3862 -2.8986 4.6479
O 4.0228 -1.6145 4.2946
C 5.4530 -1.7412 4.2554
N 1.2250 -2.3516 3.4152
H 1.2818 -5.0259 4.1520
H 0.1930 -4.2664 5.2192
H 1.7675 -4.7166 5.7901
H 1.6385 -2.2754 5.4924
H 3.6998 -3.6540 3.9274
H 3.7574 -3.1244 5.6475
H 5.9380 -0.7653 4.2342
H 5.7307 -2.4113 3.4419
H 5.8049 -2.1476 5.2036
H 1.5286 -1.4881 2.9883
H 1.5022 -3.0707 2.7623
C -5.9982 2.2232 0.8598
C -4.6302 1.5629 1.1450
C -4.0587 0.5982 0.0635
O -5.0097 -0.3644 -0.3915
C -5.1410 -1.4694 0.5412
N -3.7974 2.6085 1.5664
H -6.4379 2.6997 1.7360
H -6.7271 1.4348 0.6723
H -5.9464 2.8795 -0.0089
H -4.6375 0.9991 2.0778
H -3.1723 0.0549 0.3911
H -3.6935 1.2772 -0.7069
H -4.1236 -1.8336 0.6842
H -5.7835 -2.2648 0.1635
H -5.6040 -1.1340 1.4692
H -3.7785 3.4256 0.9730
H -4.2260 2.9501 2.4147
C -1.3048 2.7444 -4.5593
C -1.3361 3.5473 -3.2553
C -1.0817 2.6377 -1.9893
O -2.2407 1.9030 -1.7490
C -2.0559 0.7387 -1.0081
N -0.2989 4.5292 -3.3201
H -1.9937 1.9064 -4.4534
H -0.3729 2.2005 -4.7133
H -1.4082 3.2429 -5.5231
H -2.2906 4.0728 -3.2263
H -0.7457 3.2300 -1.1382
H -0.2327 1.9814 -2.1807
H -2.9792 0.2118 -1.2490
H -2.0586 0.9730 0.0564
H -1.1111 0.2134 -1.1475
H -0.5061 5.1421 -4.0956
H -0.4025 5.0883 -2.4854
C 0.0868 -2.4918 -7.2150
C -1.5011 -2.5327 -7.1184
C -2.0502 -1.3987 -6.2441
O -1.5239 -1.3976 -4.8928
C -2.2098 -0.5738 -4.0388
N -2.0075 -2.3911 -8.4571
H 0.5452 -3.2477 -7.8526
H 0.5139 -2.6928 -6.2325
H 0.4741 -1.5207 -7.5234
H -1.7070 -3.4891 -6.6378
H -3.1365 -1.4796 -6.2078
H -1.8614 -0.4446 -6.7363
H -3.2842 -0.7530 -3.9961
H -1.9598 0.4656 -4.2514
H -1.8958 -0.7210 -3.0054
H -1.6015 -1.5637 -8.8702
H -3.0039 -2.2952 -8.3224
C 5.8984 2.0715 -1.3096
C 4.9122 2.4797 -2.4319
C 3.4371 2.3496 -2.0163
O 2.9882 1.0465 -1.6044
C 1.8077 1.1039 -0.8698
N 5.1575 3.8410 -2.7700
H 5.4891 1.1427 -0.9122
H 5.8852 2.7742 -0.4765
H 6.9218 1.9387 -1.6604
H 5.1391 1.7865 -3.2420
H 2.7361 2.7740 -2.7350
H 3.3606 2.9701 -1.1234
H 1.6553 0.1925 -0.2917
H 0.9342 1.1060 -1.5217
H 1.7428 2.0216 -0.2850
H 4.7530 3.9124 -3.6927
H 4.5434 4.4513 -2.2499
C 3.5037 -1.3894 1.3676
C 3.9330 -2.7804 1.0137
C 2.6989 -3.6700 0.6977
O 2.0475 -3.8444 1.9630
C 0.8648 -4.6179 2.0042
N 4.8695 -2.6808 -0.0931
H 4.3004 -0.7176 1.6872
H 2.7453 -1.4593 2.1473
H 2.9834 -0.8006 0.6121
H 4.4223 -3.2992 1.8380
H 3.0328 -4.6661 0.4070
H 2.0303 -3.1559 0.0073
H 0.3922 -4.8025 2.9689
H 0.9872 -5.6144 1.5799
H 0.1071 -4.0159 1.5026
H 4.8483 -3.4791 -0.7115
H 4.6217 -1.8869 -0.6662
C 0.9773 -1.2191 1.1663
C -0.4268 -0.6427 1.1744
C -1.4864 -1.5227 0.4615
O -1.5849 -1.0631 -0.8597
C -2.6031 -1.6754 -1.5730
N -0.9302 -0.4619 2.5423
H 1.4663 -1.2726 0.1936
H 0.9110 -2.2638 1.4701
H 1.6568 -0.6931 1.8369
H -0.3644 0.3350 0.6966
H -2.3896 -1.5873 1.0682
H -0.9895 -2.4928 0.4504
H -2.6940 -1.1163 -2.5042
H -3.5031 -1.5805 -0.9654
H -2.2579 -2.6860 -1.7910
H -0.2726 0.0723 3.0920
H -1.6655 0.2046 2.3548
C 1.1193 3.6829 2.0230
C -0.1766 3.0664 1.6421
C -0.8668 3.8115 0.4849
O -1.3658 5.1481 0.7209
C -2.4432 5.3281 1.6955
N -0.0557 1.6245 1.3500
H 1.1134 4.6919 2.4354
H 1.7865 3.7316 1.1625
H 1.5285 3.0945 2.8443
H -0.8622 3.2052 2.4781
H -1.6833 3.2225 0.0671
H -0.0798 3.7832 -0.2686
H -2.7094 6.3826 1.6224
H -2.1729 4.9812 2.6928
H -3.3426 4.8207 1.3466
H 0.0649 1.5873 0.3479
H -0.9921 1.3777 1.6372
*
```

These are the Löwdin partial charges, in e, on atoms 1 to 99:
1. O -0.13
2. H 0.05
3. H -0.18
4. O -0.04
5. H -0.07
6. H -0.26
7. O -0.10
8. H -0.29
9. H -0.04
10. O -0.05
11. H 0.10
12. H 0.04
13. O -0.02
14. H -0.11
15. H 0.15
16. C 0.00
17. C -0.29
18. C -0.14
19. O -0.21
20. C -0.10
21. N -0.03
22. H 0.06
23. H 0.09
24. H 0.08
25. H 0.14
26. H 0.11
27. H 0.12
28. H 0.09
29. H 0.08
30. H 0.08
31. H 0.09
32. H -0.04
33. C -0.01
34. C -0.35
35. C -0.21
36. O -0.16
37. C -0.04
38. N 0.03
39. H 0.08
40. H 0.08
41. H 0.09
42. H 0.15
43. H 0.09
44. H 0.12
45. H 0.06
46. H 0.10
47. H 0.09
48. H 0.09
49. H 0.14
50. C -0.06
51. C -0.40
52. C -0.19
53. O -0.12
54. C -0.26
55. N 0.03
56. H 0.03
57. H 0.08
58. H 0.08
59. H 0.13
60. H 0.03
61. H 0.10
62. H 0.08
63. H 0.09
64. H 0.11
65. H 0.08
66. H 0.07
67. C -0.05
68. C -0.42
69. C -0.18
70. O -0.13
71. C -0.14
72. N 0.03
73. H 0.07
74. H 0.07
75. H 0.07
76. H 0.14
77. H 0.12
78. H 0.12
79. H 0.13
80. H 0.07
81. H 0.05
82. H 0.07
83. H 0.07
84. C -0.05
85. C -0.45
86. C -0.18
87. O -0.15
88. C -0.10
89. N 0.03
90. H 0.06
91. H 0.08
92. H 0.07
93. H 0.14
94. H 0.13
95. H 0.11
96. H 0.06
97. H 0.07
98. H 0.09
99. H 0.07

(2)
# C14H27FIN2O2

2 unconnected molecules or ions with the total composition C14H27FIN2O2 at a distorted geometry (ωB97M-V with the def2-TZVPD basis set, the Open Molecules 2025 dataset).

## Properties
LUMO: -4.38 eV
Gap between HOMO and LUMO: 7.3555 eV

```
! wB97M-V def2-TZVPD RIJCOSX def2/J DEFGRID3
* xyz 1 1
C 5.6946 1.0899 -1.8543
C 4.9127 2.1331 -0.8589
C 3.2686 1.8922 -0.7910
O 2.8666 0.5228 -1.1484
C 1.6456 0.4919 -1.9689
C 0.2688 0.5576 -1.0222
N 0.1321 1.2315 0.1981
C -1.2604 1.0545 0.8372
I -2.3858 2.8310 1.4430
C -2.0716 -0.1835 0.0596
C -1.1815 -0.1491 -1.3305
C -2.0074 0.2220 -2.6970
C -2.7365 1.6902 -2.6943
C -1.7304 2.9681 -2.4902
F -0.5958 3.0285 -3.4443
H 6.7142 1.5843 -2.1723
H 5.0752 0.8614 -2.8226
H 5.9756 0.1341 -1.2218
H 5.3153 1.9411 0.2478
H 5.1154 3.2738 -1.0997
H 2.9830 2.0631 0.3544
H 2.6622 2.6278 -1.4696
H 1.6215 -0.5853 -2.4825
H 1.6175 1.2632 -2.8489
H 0.8333 1.8186 0.7123
H -0.9593 0.5652 1.8822
H -3.2210 0.0417 0.0019
H -1.7258 -1.2003 0.5809
H -0.9087 -1.2946 -1.5268
H -1.3595 0.1156 -3.6671
H -2.8818 -0.5847 -2.7843
H -3.2237 1.8208 -3.7761
H -3.6610 1.7437 -1.9430
H -2.3905 3.9433 -2.6837
H -1.2701 3.0648 -1.4086
C -2.4983 -3.9399 2.5507
O -2.8189 -3.1613 1.6612
N -1.8310 -3.5997 3.7081
C -1.4861 -4.5811 4.7161
C -1.4617 -2.2163 3.9257
H -2.7303 -5.0160 2.4874
H -1.9635 -4.3022 5.6598
H -0.3998 -4.5913 4.8433
H -1.8227 -5.5800 4.4251
H -2.3669 -1.6013 3.9222
H -0.8105 -1.8890 3.1095
H -0.9416 -2.1002 4.8805
*
```

Charges in e, computed with natural (NBO), in the same order as the atoms:
1. C -0.64
2. C -0.43
3. C -0.09
4. O -0.54
5. C -0.14
6. C 0.50
7. N -0.54
8. C -0.22
9. I 0.20
10. C -0.44
11. C -0.32
12. C -0.41
13. C -0.47
14. C 0.02
15. F -0.40
16. H 0.23
17. H 0.22
18. H 0.23
19. H 0.22
20. H 0.23
21. H 0.16
22. H 0.19
23. H 0.25
24. H 0.26
25. H 0.46
26. H 0.25
27. H 0.28
28. H 0.29
29. H 0.27
30. H 0.24
31. H 0.25
32. H 0.25
33. H 0.24
34. H 0.21
35. H 0.17
36. C 0.54
37. O -0.65
38. N -0.43
39. C -0.40
40. C -0.42
41. H 0.12
42. H 0.20
43. H 0.20
44. H 0.22
45. H 0.21
46. H 0.19
47. H 0.22